[1]
Density functional theory data (wB97M-V/def2-TZVPD) for a molecular structure, C40H35F5N3O8PSTeW.

The relative energy (zero: lowest compared OMol25 entry of this formula, charge and spin) comes out at 0.00 kJ/mol. The charge is -2. The calculation puts the calculated total energy at -3885.7726 Eh. The value obtained for the HOMO energy is -3.479 eV. As for the spin multiplicity: 1. The calculation puts the LUMO energy at 3.879 eV.

The geometry in XYZ format:
```
95
C40H35F5N3O8PSTeW | OMol25 | wB97M-V/def2-TZVPD
W -0.67 0.56 -1.02
Te -1.06 5.36 -1.69
S 1.75 1.74 -1.79
P 3.39 0.37 1.60
F 0.28 6.70 -2.16
F -2.00 6.88 -1.12
F -0.41 5.38 0.20
F -1.98 5.75 -3.39
F -2.70 4.47 -0.94
O -0.92 -0.45 -5.51
O 0.73 2.14 -0.70
O 3.10 1.83 -1.30
O -0.95 -0.55 -2.68
O -1.66 1.60 -1.97
O -0.16 0.24 1.06
O 1.48 2.41 -3.03
O 1.26 0.27 -1.85
N 0.12 -2.02 0.83
N 0.04 -1.67 -0.52
N -1.45 2.31 0.44
C -3.11 1.11 1.77
C -3.49 1.82 4.07
C 1.66 2.75 4.40
C 0.39 -2.48 4.97
C 4.45 -3.44 2.58
C 5.81 -1.05 2.26
C 0.39 -2.33 3.60
C 2.71 1.00 5.66
C -2.62 2.89 3.89
C 0.00 -0.94 1.54
C -3.72 0.95 3.02
C 0.43 -2.59 -1.31
C 0.94 -3.50 -4.87
C 0.02 -1.41 5.79
C -5.21 -1.36 -0.08
C 2.84 0.98 3.25
C 3.15 0.41 4.48
C -4.29 -1.98 -0.91
C -0.33 -0.05 3.84
C 4.67 1.67 1.33
C 1.98 2.18 5.63
C 3.76 -2.29 2.23
C 2.08 2.15 3.23
C 4.43 -1.07 2.09
C -0.29 -1.46 -3.36
C -3.45 0.15 0.67
C -0.97 0.90 -5.00
C 5.83 -3.41 2.76
C -0.31 -1.42 -4.78
C 6.50 -2.21 2.59
C -3.01 -1.48 -1.02
C 0.39 -2.52 -2.75
C -2.55 -0.37 -0.29
C -0.34 -0.20 5.22
C -1.98 3.04 2.68
C -4.77 -0.32 0.71
C 0.30 -2.43 -5.50
C 0.99 -3.53 -3.50
C 0.03 -1.11 3.02
C -2.20 2.15 1.64
H 0.02 -1.53 6.87
H -3.97 1.65 5.02
H -1.30 3.87 2.50
H 1.65 2.64 6.55
H 6.36 -0.13 2.14
H -0.63 0.63 5.85
H 2.69 -2.33 2.05
H -1.74 1.02 -4.25
H 3.91 -4.38 2.69
H -0.01 1.19 -4.57
H -4.58 -2.84 -1.51
H 2.95 0.54 6.61
H 1.80 2.58 2.27
H 5.33 1.79 2.19
H 5.24 1.43 0.43
H 0.68 -3.42 5.41
H -0.60 0.90 3.39
H 0.66 -3.15 2.95
H -2.44 3.60 4.70
H -0.60 2.81 0.65
H 4.15 2.60 1.13
H -4.36 0.09 3.18
H 1.07 3.66 4.36
H -6.24 -1.69 -0.03
H -1.98 2.88 -0.23
H 6.37 -4.31 3.02
H 1.50 -4.34 -2.98
H 0.81 -3.51 -0.85
H 3.72 -0.51 4.53
H 1.40 -4.28 -5.46
H 0.26 -2.36 -6.58
H 7.58 -2.17 2.72
H -2.35 -1.95 -1.73
H -1.18 1.51 -5.87
H -5.47 0.17 1.37
```

Mulliken atomic charge list, values in e, 8 entries: atom 1 (W): 1.89, atom 2 (Te): 1.69, atom 3 (S): 0.99, atom 4 (P): 1.51, atom 5 (F): -0.53, atom 6 (F): -0.41, atom 7 (F): -0.58, atom 8 (F): -0.54

---

[2]
Density functional theory data (wB97M-V/def2-TZVPD) for a molecular structure, C28H35N8O5RbS.

The relative energy (zero: lowest compared OMol25 entry of this formula, charge and spin) comes out at 81.26 kJ/mol. The charge is -2. The calculation puts the calculated total energy at -2324.5190 Eh. The value obtained for the HOMO energy is -1.009 eV. As for the spin multiplicity: 1. The calculation puts the LUMO energy at 3.609 eV.

The geometry in XYZ format:
```
78
C28H35N8O5RbS | OMol25 | wB97M-V/def2-TZVPD
Rb 0.03 0.75 0.30
S 2.92 0.42 2.01
O -3.13 4.90 2.24
O -1.86 2.32 1.50
O -3.43 6.48 -0.22
O -2.39 4.87 -2.46
O -1.49 2.29 -1.36
N 5.15 -0.04 0.62
N -2.78 -0.24 -0.08
N 5.81 0.10 -0.64
N 1.56 -2.28 0.25
N 2.97 0.07 -1.39
N 3.35 0.94 -0.61
N -0.73 -1.64 2.08
N -0.72 -1.29 -2.03
C 3.27 0.23 -3.77
C 6.36 -3.21 -3.14
C -3.00 -0.62 -1.45
C 1.78 1.49 -5.19
C 3.93 0.38 0.62
C -3.70 -0.74 0.92
C -2.41 4.54 -1.28
C 6.59 -0.84 -2.70
C 5.57 -2.27 -1.05
C -2.10 -1.75 -1.93
C 5.98 -0.99 -1.44
C 5.76 -3.35 -1.89
C -2.16 3.28 0.73
C -2.77 4.56 1.12
C 1.25 -2.95 1.50
C -1.96 3.27 -0.70
C -3.19 -1.93 1.73
C -0.23 -2.98 1.85
C 1.81 -3.12 -0.90
C -2.05 -1.59 2.70
C 2.50 0.60 -2.66
C 6.77 -1.93 -3.53
C 0.60 -3.41 -1.78
C 2.91 0.69 -5.03
C 1.00 1.82 -4.09
C 1.36 1.37 -2.82
C -2.91 5.38 -0.14
C 0.16 -2.25 -2.68
H -2.46 -2.13 -2.90
H 2.31 -1.62 0.39
H -4.03 -2.32 2.32
H -2.10 -2.26 3.57
H 7.23 -1.79 -4.50
H 5.42 -4.33 -1.57
H 5.08 -2.39 -0.09
H 1.05 -1.71 -3.03
H -2.59 0.75 0.03
H 1.50 1.84 -6.17
H -4.66 -1.02 0.44
H -0.72 -0.42 -2.55
H -2.81 0.26 -2.07
H 0.85 -4.26 -2.43
H -0.80 -3.42 1.03
H 3.51 0.41 -5.88
H 1.65 -3.98 1.51
H 0.69 1.59 -2.00
H 4.13 -0.41 -3.63
H -0.06 -1.11 2.63
H -2.20 -0.57 3.07
H -2.88 -2.74 1.06
H 2.24 -4.09 -0.58
H -0.25 -3.73 -1.17
H 2.57 -2.63 -1.51
H -0.37 -3.63 2.73
H 6.49 -4.06 -3.79
H -0.32 -2.66 -3.58
H 1.77 -2.40 2.30
H -3.92 0.08 1.61
H -4.05 -0.91 -1.62
H -2.15 -2.59 -1.22
H 6.92 0.14 -3.02
H 5.79 1.00 -1.07
H 0.10 2.41 -4.18
```

Mulliken atomic charge list, values in e, 8 entries: atom 1 (Rb): 0.56, atom 2 (S): -0.37, atom 3 (O): -0.75, atom 4 (O): -0.86, atom 5 (O): -0.73, atom 6 (O): -0.77, atom 7 (O): -0.51, atom 8 (N): -0.92

---

[3]
Density functional theory data (wB97M-V/def2-TZVPD) for a molecular structure, C18H47LuNO4Si2.

The relative energy (zero: lowest compared OMol25 entry of this formula, charge and spin) comes out at 364.64 kJ/mol. The charge is +1. The calculation puts the calculated total energy at -2884.0067 Eh. The value obtained for the HOMO energy is -10.554 eV. As for the spin multiplicity: 1. The calculation puts the LUMO energy at -2.617 eV.

The geometry in XYZ format:
```
73
C18H47LuNO4Si2 | OMol25 | wB97M-V/def2-TZVPD
Lu -2.08 -1.00 -0.68
Si -2.78 -0.69 -3.56
Si 1.51 -2.53 -0.98
O 1.19 2.16 1.41
O 2.39 0.35 2.07
O -3.45 -1.61 0.83
O -4.87 -0.90 2.46
N -3.07 0.93 0.02
C 0.65 3.47 3.43
C -4.37 0.62 0.73
C 3.80 0.47 1.75
C 1.53 -0.14 4.36
C -0.21 -2.01 -0.52
C 2.79 -1.28 -1.63
C -4.25 -0.72 1.43
C 4.49 1.28 2.81
C -3.42 0.22 -5.06
C 2.08 -0.69 3.07
C 1.31 2.59 -0.02
C 0.35 3.68 -0.41
C -1.54 0.27 -2.57
C 1.20 -3.85 -2.24
C -4.26 -1.14 -2.43
C 0.09 2.63 2.34
C 2.54 -3.15 0.47
C -2.05 -2.37 -3.98
H 0.83 -4.73 -1.70
H -0.27 -2.19 0.60
H -0.59 3.26 -0.82
H -4.13 -1.64 -1.43
H 1.51 -0.94 5.11
H -4.80 -1.88 -3.03
H 0.00 -0.87 -0.62
H -2.65 -2.80 -4.79
H 3.25 -3.89 0.07
H 0.51 0.23 4.21
H 5.48 1.61 2.47
H -0.31 1.67 2.72
H 3.69 -1.86 -1.88
H -0.55 0.19 -3.04
H 3.13 -2.36 0.95
H 0.76 4.31 -1.21
H 1.17 1.69 -0.63
H 1.94 1.59 1.88
H 1.38 -1.38 2.59
H -3.16 1.60 -0.74
H -1.02 -2.26 -4.33
H -2.63 0.88 -5.45
H 0.42 -3.52 -2.94
H 2.47 -0.75 -2.54
H 2.16 0.67 4.74
H -0.66 3.13 1.74
H 4.61 0.67 3.71
H 1.10 4.39 3.05
H 1.38 2.94 4.05
H 1.94 -3.64 1.23
H -2.38 1.31 0.68
H 4.21 -0.53 1.65
H -5.20 0.58 0.00
H -4.29 0.85 -4.80
H -3.72 -0.47 -5.86
H -2.06 -3.09 -3.14
H -0.19 3.73 4.09
H 3.82 0.96 0.77
H 2.35 2.89 -0.12
H -4.93 -0.28 -2.30
H 2.12 -4.10 -2.80
H 3.88 2.15 3.08
H -1.79 1.35 -2.56
H 3.01 -1.26 3.25
H -4.57 1.43 1.44
H 3.08 -0.53 -0.88
H 0.11 4.33 0.44
```

Mulliken atomic charge list, values in e, 8 entries: atom 1 (Lu): 1.43, atom 2 (Si): 0.17, atom 3 (Si): 0.26, atom 4 (O): 0.16, atom 5 (O): -0.22, atom 6 (O): -0.81, atom 7 (O): -0.62, atom 8 (N): -0.49